Formula: C3H4O2
Source: the OMol25 dataset
Level of theory: the ωB97M-V functional and the def2-TZVPD basis

```
9
C3H4O2 | the OMol25 dataset | the ωB97M-V functional and the def2-TZVPD basis
O 2.12884 -0.38862 -0.04029
O 3.21552 0.27507 -0.12489
C -1.67691 0.10182 -0.16854
C 1.06917 0.27009 0.03489
C -0.60670 -0.62487 0.05755
H -1.73637 1.10032 -0.29692
H -2.69746 -0.44757 -0.14123
H -0.54552 -1.66358 0.45177
H 0.84944 1.37735 0.22767
```

Computed properties:
HOMO energy (spin up / spin down)	-9.3 / -9.3	eV
total charge	0
frontier orbital gap (spin up / spin down)	9.021 / 9.022	eV